Record 1
A 18-piece molecular cluster, C72H140N12O12 overall at a distorted geometry. Source: the OMol25 dataset; level of theory: the ωB97M-V functional and the def2-TZVPD basis.

Summary:
**Net charge**: 0
**Calculated total energy**: -4386.99392 hartree

Last column: Mulliken charge in e.
CARTESIAN COORDINATES (ANGSTROEM)
C -3.83045 -3.84073 4.33782  -0.8276
C -4.95663 -4.15907 3.34801  -0.2598
C -5.81827 -2.94729 2.90071  -0.8906
C -4.97039 -1.77392 2.37416  -0.2732
N -5.75834 -0.60636 1.66740  0.8147
C -6.65439 -1.16684 0.56013  -0.5921
C -6.53347 -0.18844 -0.61672  -1.0978
C -5.07268 0.22530 -0.61067  0.9149
C -4.79238 0.38151 0.89348  -0.2978
C -6.62977 0.17879 2.75395  -1.2266
C -5.80153 0.80790 3.92573  0.6793
C -6.62972 1.83886 4.67057  -1.6480
H -4.10358 -3.15599 5.14071  0.4468
H -2.99206 -3.40730 3.79253  -0.1377
H -3.43273 -4.75993 4.76792  0.4524
H -5.71446 -4.84360 3.72907  0.4275
H -4.46220 -4.68200 2.52936  -0.0903
H -6.36806 -2.57915 3.76692  0.2811
H -6.55139 -3.21405 2.13948  0.4056
H -4.33067 -2.23160 1.61959  0.1816
H -4.34985 -1.34842 3.16282  0.2652
H -7.68453 -1.31821 0.88260  0.2849
H -6.14998 -2.08876 0.27074  0.3441
H -7.19580 0.65532 -0.42308  0.4980
H -6.71756 -0.62620 -1.59782  0.4050
H -5.00700 1.17912 -1.13414  0.4575
H -4.39837 -0.53802 -0.99893  -0.7832
H -5.11236 1.38362 1.17896  -0.0051
H -3.76572 0.27103 1.24257  0.0606
H -7.45225 -0.45455 3.08639  0.5593
H -7.08664 0.97702 2.16897  0.5602
H -4.87504 1.18839 3.49568  -0.1586
H -5.51099 0.03987 4.64255  0.1740
H -7.55956 1.45865 5.09358  0.3856
H -6.84033 2.75219 4.11419  0.3663
H -6.06554 2.15228 5.54896  0.4389
C 2.84850 -2.29015 2.33062  0.2752
C 2.79516 -1.40647 1.06396  -0.3063
C 1.34285 -1.04907 0.67318  2.7498
C 1.31349 -0.48354 -0.78195  -1.7019
N 0.02188 0.25182 -1.23328  1.2138
C -1.29161 -0.44930 -0.69322  -0.4683
C -1.46777 -1.71433 -1.60165  1.1423
C -0.93324 -1.27704 -2.95516  0.2608
C -0.17013 0.01199 -2.75809  -0.2718
C 0.13128 1.72395 -0.90721  -0.9190
C 0.02128 2.17537 0.54865  1.8330
C 0.11234 3.68693 0.65037  -0.9253
H 3.86180 -2.57650 2.61229  0.3645
H 2.37882 -3.25579 2.14343  -0.4464
H 2.33259 -1.82845 3.17250  -0.7721
H 3.30600 -1.92200 0.25071  0.1510
H 3.37017 -0.50362 1.26971  0.1633
H 0.91860 -0.29957 1.34128  -1.0943
H 0.68778 -1.92022 0.68233  -0.4769
H 1.46271 -1.35084 -1.42509  0.6288
H 2.10105 0.22653 -1.03426  0.2804
H -2.05928 0.27674 -0.96089  0.8755
H -1.37218 -0.61475 0.38114  -0.3687
H -2.50466 -2.04624 -1.65454  0.4663
H -0.85314 -2.55666 -1.28413  -1.2997
H -1.86534 -1.03007 -3.46339  -0.5462
H -0.41280 -2.09708 -3.44990  0.0666
H -0.77847 0.86770 -3.05099  -0.6610
H 0.78173 0.12143 -3.27777  0.6770
H -0.71747 2.18187 -1.41517  -0.2560
H 1.03855 2.08660 -1.39038  0.5437
H 0.86316 1.84053 1.15463  -0.8047
H -0.88517 1.74581 0.97518  -0.4358
H 1.06347 4.05806 0.26865  0.3587
H 0.20074 3.83916 1.72607  -0.4286
H -0.67877 4.30170 0.22106  0.3174
N -3.72043 1.54718 -3.75362  0.8704
O -3.96868 2.41859 -4.55056  -0.7567
O -4.17458 0.46430 -4.00463  -0.6401
O -3.05860 1.76831 -2.75788  -0.4774
N -1.32915 -0.48232 3.47204  0.4309
O -0.55449 -0.37397 4.40578  -0.5060
O -1.34629 -1.50018 2.78590  -0.3560
O -2.18106 0.39017 3.32100  -0.7261
C 0.66583 -1.20790 7.58457  -0.7139
C 2.10057 -0.93711 7.29905  0.5895
O 2.90269 -0.92407 8.23970  -0.6431
C 2.51838 -0.56745 5.88387  0.9441
H 0.07415 -0.60373 6.89683  0.1058
H 0.41867 -1.00800 8.62718  0.4117
H 0.45657 -2.25817 7.38149  0.1132
H 3.57901 -0.78202 5.75307  0.3422
H 2.42607 0.51473 5.79191  -0.6144
H 1.96223 -1.12807 5.13253  -0.6185
C 2.87520 1.60772 3.14196  -0.4105
C 2.38041 2.88585 3.69107  0.6090
O 2.59397 3.95473 3.04268  -0.5597
C 1.56189 2.98380 4.97746  -1.4876
H 3.32879 1.73862 2.15950  0.0786
H 2.10613 0.83536 3.15172  -0.1660
H 3.65330 1.28607 3.83420  0.8774
H 1.37427 4.03575 5.19263  0.3426
H 2.23465 2.56174 5.72402  0.6291
H 0.67630 2.34984 5.02151  0.2161
C -3.58159 -6.07410 -1.31255  -1.5444
C -3.39976 -4.93570 -0.35552  0.3481
O -4.28678 -4.03332 -0.33593  -0.4433
C -2.19074 -4.92475 0.51617  0.2032
H -2.74805 -6.09217 -2.01467  0.2976
H -4.50479 -5.94841 -1.87825  0.3454
H -3.58892 -7.05209 -0.83133  0.4736
H -1.86527 -5.90346 0.86872  0.7245
H -2.35475 -4.25443 1.35990  -0.4776
H -1.37932 -4.56458 -0.11627  0.0526
C 0.72999 0.84668 -8.46655  -1.5634
C 0.76215 0.05584 -7.16726  0.4543
O 1.79629 -0.51408 -6.87818  -0.4634
C -0.45464 0.00797 -6.28163  1.2883
H 1.68637 1.17039 -8.87722  0.3200
H 0.14349 1.76516 -8.44390  0.3476
H 0.29986 0.19019 -9.22293  0.4454
H -0.26018 0.54597 -5.35382  -0.6727
H -0.72626 -1.02348 -6.05706  -0.5801
H -1.26050 0.58862 -6.73055  0.4872
C -2.99778 -2.62891 -5.62014  -1.1581
C -3.28845 -3.39706 -4.35921  1.1192
O -2.50450 -4.26020 -3.93771  -0.5384
C -4.63447 -3.17853 -3.74876  -0.4114
H -3.66450 -2.94838 -6.42109  0.5608
H -1.97062 -2.79508 -5.94484  0.1344
H -3.07221 -1.54706 -5.50987  0.1423
H -5.48326 -3.12082 -4.43018  0.4981
H -4.46496 -2.13547 -3.48158  -0.1620
H -4.81295 -3.73028 -2.82582  -0.0428
C -1.07088 4.64853 -3.38019  -0.7249
C -0.38603 3.68843 -4.36990  0.6388
O 0.46449 2.88020 -3.94939  -0.0082
C -0.86493 3.54909 -5.79874  -1.0872
H -2.13814 4.50599 -3.54974  0.4406
H -0.89048 5.70131 -3.59748  0.5803
H -0.77873 4.36407 -2.36934  -0.4308
H -1.71826 2.87350 -5.85787  0.1641
H -0.09794 3.20244 -6.49132  -0.0476
H -1.19503 4.55812 -6.04570  0.5190
C -1.00873 5.73320 4.09731  -1.0302
C -1.92940 4.69723 4.72365  -0.8769
C -2.13028 3.38891 3.90303  1.1929
C -2.82163 3.63073 2.60099  0.1921
N -3.33130 3.80921 1.61742  -0.7096
H -1.50946 6.19747 3.24771  0.2714
H -0.06605 5.31087 3.74933  0.1004
H -0.84550 6.50896 4.84541  0.4576
H -2.90765 5.10249 4.98227  0.4406
H -1.46765 4.42890 5.67385  0.4259
H -2.70186 2.68211 4.50454  0.2934
H -1.14289 2.97889 3.69079  -0.6392
C -0.49294 7.22249 -0.98797  -0.4362
C -1.22506 7.76548 0.28980  0.0444
C -1.02230 9.25547 0.47807  -0.5780
C -1.73098 10.10374 -0.52134  0.1850
N -2.34386 10.78202 -1.24304  -0.4459
H 0.53381 7.58799 -0.97051  0.2319
H -1.01760 7.57380 -1.87646  0.4490
H -0.45377 6.13483 -0.92844  -0.2157
H -0.74773 7.25593 1.12682  -0.1403
H -2.28518 7.51227 0.30219  0.3807
H 0.02484 9.55694 0.50484  0.3267
H -1.50607 9.50274 1.42302  0.3483
C 4.36829 4.66713 -0.60346  -0.6248
C 4.10158 6.01078 -0.03689  -0.1656
C 4.91357 6.23125 1.29980  -0.0990
C 6.35864 5.97248 1.24823  0.1346
N 7.52213 5.78768 1.20985  -0.4759
H 5.34171 4.56801 -1.08380  0.5260
H 3.62957 4.39230 -1.35636  -0.0479
H 4.22599 3.91218 0.16978  0.0478
H 3.05466 6.21789 0.18486  0.0683
H 4.34720 6.75022 -0.79913  0.3802
H 4.50170 5.60501 2.09117  -0.1159
H 4.74461 7.24944 1.65030  0.4128
C 8.32437 -2.57957 1.40951  -1.5493
C 7.00990 -2.67684 2.17764  0.5887
C 7.17872 -3.17540 3.62661  -0.3416
C 7.66324 -4.56122 3.78253  0.1630
N 8.11201 -5.62758 3.83221  -0.4610
H 8.67667 -3.59518 1.22923  0.3804
H 9.04481 -2.07013 2.04947  0.4460
H 8.22638 -2.02658 0.47533  0.3833
H 6.34205 -3.36508 1.65956  -0.3780
H 6.62724 -1.65657 2.20452  0.2737
H 6.21945 -3.13482 4.14261  0.1519
H 7.91241 -2.60954 4.20071  0.3795
C 4.29025 -3.98059 -4.92875  -1.1835
C 3.27330 -3.00604 -5.62110  -0.2787
C 1.81125 -3.61815 -5.55842  1.3806
C 1.59488 -4.93200 -6.21503  0.0816
N 1.43351 -5.97135 -6.76643  -0.6044
H 4.04762 -4.11318 -3.87440  0.1376
H 5.29066 -3.58653 -5.10759  0.3911
H 4.30260 -4.99877 -5.31768  0.4025
H 3.53523 -2.77288 -6.65314  0.4666
H 3.25700 -2.05104 -5.09592  0.0965
H 1.10660 -2.90569 -5.98734  -0.4210
H 1.54907 -3.66148 -4.50131  -0.4954
C 3.23573 3.84447 -6.41189  -1.4397
C 3.11840 2.41658 -5.73805  0.6166
C 3.55855 2.56312 -4.24317  -0.1840
C 3.74441 1.32770 -3.49906  0.1465
N 3.75287 0.30491 -2.92296  -0.6202
H 3.19041 3.66663 -7.48633  0.3787
H 4.20039 4.30179 -6.19193  0.4612
H 2.44447 4.49819 -6.04493  0.2433
H 3.81687 1.72316 -6.20646  0.6196
H 2.12480 1.97181 -5.79316  -0.6711
H 2.95646 3.32993 -3.75574  -0.0245
H 4.60777 2.85605 -4.20535  0.5839
C 0.45720 -5.35321 2.45976  -0.8422
C -0.44319 -5.37958 3.68597  -0.5190
C -0.34661 -4.18904 4.65275  1.0772
C 1.06040 -3.85009 5.01117  -0.2648
N 2.17676 -3.56658 5.30231  -0.5631
H 1.49203 -5.59193 2.70519  0.5374
H 0.41837 -4.38799 1.95484  -0.1434
H 0.11754 -6.02972 1.67550  0.5347
H -0.31057 -6.32015 4.22062  0.3988
H -1.49487 -5.26763 3.42231  0.0718
H -0.91845 -4.37775 5.56131  0.7242
H -0.82648 -3.27104 4.31349  -0.8544
C 4.95682 -4.20537 -1.00783  -0.7584
C 4.18174 -4.96063 0.09355  0.5904
C 3.00016 -5.77597 -0.48976  -0.9164
C 2.05408 -4.82384 -1.15140  0.1993
N 1.32813 -4.08435 -1.62621  -0.3207
H 5.72746 -3.57997 -0.55716  0.0651
H 4.30980 -3.53038 -1.56805  -0.0832
H 5.43241 -4.88381 -1.71609  0.4383
H 3.81064 -4.26970 0.85052  -0.5253
H 4.86743 -5.65499 0.57915  0.5681
H 2.41156 -6.31455 0.25292  0.2764
H 3.38522 -6.48111 -1.22637  0.4658

***

Record 2
A 2-piece molecular cluster, CHBrClNO overall at a distorted geometry. Source: the OMol25 dataset; level of theory: the ωB97M-V functional and the def2-TZVPD basis.

Summary:
**Energy above the lowest of the compared OMol25 structures with the same formula, charge and spin**: 93.5 kcal/mol
**Net charge**: 0

Last column: Mulliken charge in e.
CARTESIAN COORDINATES (ANGSTROEM)
C -0.71478 -1.70881 0.28151  0.2685
N 0.74698 1.35087 -0.50767  -0.2186
O -0.92475 -2.82588 0.43813  -0.2377
Cl 2.11168 1.22076 0.48595  0.0017
Br -1.85123 -0.22872 0.31756  -0.0498
H 0.63211 2.19178 -1.01548  0.2359

***

Record 3
C22H34MoN2O3P2S2 as an isolated structure at a distorted geometry. Source: the OMol25 dataset; level of theory: the ωB97M-V functional and the def2-TZVPD basis.

Summary:
**Net charge**: +2
**Calculated total energy**: -2740.56291 hartree

Last column: Mulliken charge in e.
CARTESIAN COORDINATES (ANGSTROEM)
Mo 0.24478 0.45202 -0.63630  -0.2131
P -2.09961 1.40782 0.20672  1.2089
P 2.65008 0.59642 -0.38979  1.3365
N 0.06146 1.73350 -1.80380  -0.3275
H -0.80853 0.45786 0.66559  0.3960
C -2.12066 2.87322 1.27204  -1.1389
H -3.15589 3.09419 1.57921  0.4586
H -1.73201 3.73615 0.71279  0.3683
H -1.50032 2.73516 2.16352  0.2776
C -3.22136 0.21469 0.94033  -1.4016
H -4.21022 0.66454 1.05772  0.5695
H -2.83985 -0.12216 1.90238  0.4166
H -3.28581 -0.67234 0.30084  0.4746
C -2.96821 1.96071 -1.24886  -1.3270
H -4.03446 2.10722 -1.03768  0.5337
H -2.89646 1.23896 -2.06172  0.3673
H -2.58327 2.91142 -1.62417  0.4160
C 3.63658 1.83128 0.50914  -1.2023
H 4.69564 1.55144 0.43030  0.4312
H 3.32846 1.84918 1.56032  0.3422
H 3.48879 2.82032 0.06168  0.3516
C 3.32563 -1.03439 0.01250  -1.2174
H 4.40876 -0.94620 0.09751  0.4904
H 3.07975 -1.73724 -0.78110  0.3381
H 2.90335 -1.38012 0.95466  0.3305
C 3.20308 0.82450 -2.10808  -1.2637
H 4.28765 0.65016 -2.15159  0.4675
H 2.98262 1.84292 -2.45232  0.3521
H 2.69373 0.11233 -2.76665  0.3577
C 0.08070 2.50402 -2.93045  -0.1885
C 0.26852 4.65149 -3.90134  -0.7755
C 0.29859 3.87989 -2.76702  0.0489
C -0.11585 1.86373 -4.16572  0.0537
C -0.13873 2.66450 -5.28250  -0.7861
C 0.04867 4.03878 -5.13467  -0.3752
H 0.41806 5.71603 -3.79113  0.4511
H 0.48545 4.23767 -1.75090  0.4686
H -0.23281 0.77354 -4.14822  0.4289
H -0.29772 2.18584 -6.23952  0.4651
H 0.01890 4.64651 -6.01374  0.4667
C 0.94874 -0.00271 3.17166  0.5293
O 1.88115 0.22579 2.34492  -0.5282
C 0.14099 1.10265 3.84169  -1.0428
H -0.11335 0.76116 4.84978  0.4496
H -0.83269 1.31483 3.31950  -0.0235
H 0.72275 2.02198 3.82493  0.3441
C 0.39342 -1.41402 3.38604  -0.5294
H 1.18127 -2.00057 3.85220  0.4119
H 0.10692 -1.90355 2.44440  -0.1585
H -0.54992 -1.40239 3.98778  0.3670
O -4.01222 -4.51786 0.45392  -0.6071
S -3.02692 -3.64864 1.00887  1.1656
O -3.28843 -2.94428 2.26017  -0.5621
N -2.46384 -2.52145 -0.12735  -0.6330
C -1.18042 -2.66590 -0.37544  0.6081
S -0.31077 -1.57109 -1.43290  -0.3079
C -0.51396 -3.78289 0.29376  0.2467
C 0.85357 -4.10296 0.38722  -0.3632
C 1.25703 -5.07526 1.31154  -0.7695
C 0.29501 -5.72098 2.12128  -0.4940
C -1.06713 -5.38838 2.05317  -0.7478
C -1.44097 -4.42725 1.12090  0.3782
H 1.57366 -3.61929 -0.28412  0.4987
H 2.31940 -5.34054 1.41588  0.4324
H 0.60763 -6.47747 2.84473  0.4171
H -1.84842 -5.83446 2.68548  0.4669